Entry 1:
A cluster of 11 separate species, C41H82N10O12 in total, computed with wB97M-V/def2-TZVPD.

The geometry in ORCA input format:
```
! RIJCOSX wB97M-V def2-TZVPD def2/J DEFGRID3
* xyz 0 1
O 3.44 -3.88 -3.40
C 3.29 -3.28 -4.41
O 4.13 -2.31 -4.99
C 3.45 -1.32 -5.80
C 1.93 -1.78 -5.60
C 2.10 -3.35 -5.42
C 0.79 -4.17 -5.06
C -0.36 -3.14 -4.78
C -1.28 -2.87 -5.87
C -2.35 -1.90 -5.62
C -2.46 -1.24 -4.34
C -1.51 -1.50 -3.24
C -0.46 -2.48 -3.47
H 3.62 -1.42 -6.90
H 3.42 -0.28 -5.39
H 1.69 -1.31 -4.60
H 1.15 -1.41 -6.29
H 2.46 -3.65 -6.44
H 0.51 -4.79 -5.95
H 0.91 -4.88 -4.21
H -1.20 -3.36 -6.87
H -3.08 -1.69 -6.44
H -3.25 -0.49 -4.11
H -1.56 -0.98 -2.27
H 0.31 -2.76 -2.72
C 0.71 -5.20 0.72
N 0.89 -3.81 0.34
C 0.56 -2.70 1.04
C -0.06 -2.89 2.40
O 0.78 -1.59 0.57
H 1.69 -5.69 0.72
H 0.08 -5.69 -0.02
H 0.26 -5.30 1.70
H 1.30 -3.61 -0.56
H -0.26 -1.91 2.84
H -1.00 -3.43 2.31
H 0.63 -3.42 3.06
C 6.40 -0.65 -10.86
N 5.13 -0.23 -10.29
C 3.93 -0.85 -10.37
C 3.85 -2.14 -11.14
O 2.95 -0.36 -9.82
H 7.12 -0.77 -10.05
H 6.75 0.13 -11.53
H 6.31 -1.58 -11.41
H 5.11 0.63 -9.76
H 2.83 -2.52 -11.11
H 4.14 -1.98 -12.18
H 4.51 -2.89 -10.69
C 4.80 2.00 -1.34
N 3.94 2.73 -0.42
C 2.76 2.32 0.13
C 2.25 0.96 -0.23
O 2.15 3.06 0.89
H 5.78 1.89 -0.87
H 4.91 2.58 -2.25
H 4.40 1.02 -1.58
H 4.22 3.65 -0.13
H 1.31 0.78 0.28
H 2.07 0.89 -1.31
H 2.96 0.19 0.08
C -2.23 3.43 3.46
N -2.19 2.12 4.08
C -1.25 1.15 3.94
C -0.07 1.44 3.04
O -1.37 0.09 4.54
H -2.26 4.18 4.25
H -3.14 3.51 2.87
H -1.37 3.61 2.82
H -2.95 1.85 4.69
H 0.60 0.58 3.04
H -0.41 1.62 2.02
H 0.48 2.31 3.42
C 3.05 2.96 7.11
N 1.76 3.28 7.69
C 0.60 2.58 7.59
C 0.60 1.32 6.77
O -0.41 2.99 8.15
H 3.78 2.85 7.91
H 3.35 3.79 6.46
H 3.02 2.05 6.52
H 1.68 4.11 8.26
H -0.39 0.88 6.77
H 0.87 1.54 5.73
H 1.31 0.60 7.19
C -6.07 -5.38 2.91
N -4.63 -5.21 2.92
C -3.86 -4.55 2.02
C -4.54 -3.89 0.85
O -2.64 -4.50 2.17
H -6.47 -4.95 3.84
H -6.29 -6.44 2.89
H -6.53 -4.89 2.06
H -4.10 -5.62 3.67
H -3.80 -3.41 0.22
H -5.07 -4.64 0.25
H -5.25 -3.13 1.20
C -2.30 8.96 3.25
N -3.18 7.84 2.95
C -3.26 7.11 1.80
C -2.33 7.49 0.67
O -4.05 6.19 1.71
H -1.69 8.71 4.12
H -2.93 9.82 3.49
H -1.66 9.21 2.41
H -3.82 7.53 3.66
H -2.51 6.82 -0.17
H -2.53 8.51 0.35
H -1.29 7.38 0.98
C -3.93 6.52 7.07
N -3.32 7.66 6.41
C -3.08 8.90 6.93
C -3.48 9.15 8.36
O -2.55 9.76 6.24
H -3.22 5.69 7.06
H -4.82 6.23 6.51
H -4.21 6.74 8.10
H -3.02 7.56 5.46
H -3.23 10.18 8.62
H -4.56 9.02 8.47
H -2.95 8.48 9.03
C 2.95 -6.76 -9.05
N 3.58 -5.78 -9.92
C 3.99 -5.94 -11.21
C 3.77 -7.28 -11.86
O 4.51 -5.00 -11.80
H 1.98 -6.37 -8.74
H 3.57 -6.91 -8.17
H 2.81 -7.72 -9.55
H 3.76 -4.86 -9.55
H 4.14 -7.25 -12.88
H 4.31 -8.05 -11.31
H 2.70 -7.52 -11.89
C -2.50 -0.14 9.82
N -3.37 -1.27 9.53
C -3.44 -2.01 8.39
C -2.52 -1.63 7.26
O -4.23 -2.94 8.31
H -1.89 -0.38 10.69
H -3.13 0.72 10.05
H -1.86 0.10 8.98
H -4.01 -1.58 10.25
H -2.69 -2.30 6.42
H -2.72 -0.61 6.93
H -1.48 -1.73 7.57
*
```

Frontier orbital gap in Ha: 0.3384
Calculated total energy in eV: -83320.3812
SMILES: O=C1OCC[C@@H]1Cc1ccccc1.CNC(C)=O.CNC(C)=O.CNC(C)=O.CNC(C)=O.CNC(C)=O.CNC(C)=O.CNC(C)=O.CNC(C)=O.CNC(C)=O.CNC(C)=O
Max |F| in eV Å⁻¹: 3.5
HOMO energy in eV: -8.863

Entry 2:
The molecule C6H10O, computed with wB97M-V/def2-TZVPD.

The geometry in ORCA input format:
```
! RIJCOSX wB97M-V def2-TZVPD def2/J DEFGRID3
* xyz 0 1
O 0.45 -1.43 1.19
C -0.73 -1.15 0.66
C -0.76 -1.04 -0.86
C 0.40 -0.13 -1.31
C 0.56 1.12 -0.43
C -0.26 1.31 0.81
C 1.06 1.00 1.00
H 0.99 -0.43 1.22
H -1.57 -1.66 1.15
H -0.97 0.04 0.94
H -0.65 -2.03 -1.32
H -1.73 -0.64 -1.18
H 0.25 0.18 -2.34
H 1.33 -0.70 -1.29
H 0.79 2.04 -0.98
H -0.99 2.02 1.17
H 1.83 1.49 1.58
*
```

Frontier orbital gap in Ha: 0.3523
Calculated total energy in eV: -8427.3988
SMILES: OCCCC1C=C1
Max |F| in eV Å⁻¹: 0.3
HOMO energy in eV: -8.877
Energy above the lowest of the compared OMol25 structures with the same formula, charge and spin in kJ/mol: 370.7

Entry 3:
A cluster of 2 separate species, C5H12NO in total, computed with wB97M-V/def2-TZVPD.

The geometry in ORCA input format:
```
! RIJCOSX wB97M-V def2-TZVPD def2/J DEFGRID3
* xyz 0 2
C 0.85 -2.52 0.60
C 1.31 -1.24 -0.07
C 0.91 -0.89 -1.28
O 1.13 0.36 -1.85
H 0.95 -2.40 1.68
H -0.17 -2.75 0.29
H 1.51 -3.35 0.34
H 2.11 -0.70 0.44
H 0.31 -1.59 -1.86
H 0.48 0.44 -2.55
C -1.27 0.66 1.02
C -1.03 2.90 -0.01
N -0.69 1.58 0.05
H -0.47 0.26 1.65
H -1.82 -0.09 0.46
H -1.89 1.26 1.69
H -1.92 3.18 0.53
H -0.41 3.57 -0.59
H 0.12 1.32 -0.52
*
```

Frontier orbital gap (spin up / spin down) in Ha: 0.2259 / 0.3608
Calculated total energy in eV: -8914.1260
Max |F| in eV Å⁻¹: 1.4
HOMO energy (spin up / spin down) in eV: -5.367 / -9.046
Energy above the lowest of the compared OMol25 structures with the same formula, charge and spin in kJ/mol: 102.4
<S²>: 0.7535